# 1
Below is a structure of composition C11H19IO5 in a non-equilibrium geometry, with properties calculated with ωB97M-V/def2-TZVPD.

The gap between HOMO and LUMO is 8.62 eV. The total energy comes out at -30052.0804 eV. For the LUMO energy, the calculation gives -1.3 eV. The energy relative to the best compared isomer or geometry (same formula, charge and spin) is 0.000 eV.

Cartesian coordinates (Å):
C -3.31734 -2.62657 -0.97445
C -1.84164 -2.87772 -0.94716
O -1.17722 -3.04746 -1.94501
O -1.33902 -2.95092 0.31023
C -0.04957 -2.33453 0.49564
C -0.10187 -1.38870 1.69618
C -0.29453 0.10642 1.39510
C 0.50255 1.00459 2.36168
C 1.22048 2.19744 1.74210
C 2.27265 1.88531 0.67018
C 1.77194 2.04098 -0.78227
C 1.72818 0.70631 -1.51522
O 0.87717 0.71288 -2.66605
C -0.42054 0.91234 -2.36883
O -1.14857 0.08238 -1.84885
O -0.81296 2.16812 -2.70937
I -2.67130 2.23474 -3.46644
H -3.59509 -1.82938 -0.29982
H -3.61810 -2.42229 -1.98876
H -3.81803 -3.53113 -0.64125
H 0.64324 -3.13356 0.72706
H 0.25423 -1.83470 -0.41260
H 0.79619 -1.55847 2.27970
H -0.92318 -1.73522 2.31302
H -0.10081 0.34589 0.36054
H -1.34313 0.32300 1.56208
H 1.21592 0.43503 2.94683
H -0.19980 1.41296 3.08275
H 0.51377 2.92421 1.35464
H 1.73622 2.70279 2.55417
H 3.08768 2.58521 0.79469
H 2.67885 0.88293 0.78194
H 0.81754 2.55229 -0.81853
H 2.48497 2.65311 -1.32185
H 2.71891 0.49209 -1.88795
H 1.45221 -0.09039 -0.83416

---

# 2
Below is a structure of composition C11H19InNO7 in a non-equilibrium geometry, with properties calculated with ωB97M-V/def2-TZVPD.

The gap between HOMO and LUMO is 3.67 eV. The total energy comes out at -32705.1834 eV. Its total charge is -1. For the LUMO energy, the calculation gives 0.2 eV. The energy relative to the best compared isomer or geometry (same formula, charge and spin) is 0.840 eV.

Cartesian coordinates (Å):
In -0.00020 -2.92814 0.12790
C 3.08218 -3.83374 1.29647
O 2.64394 -4.33333 0.24817
O 2.58704 -2.74239 1.63622
O 3.26329 -4.77306 2.12683
C -0.54499 -5.96270 1.55394
O 0.03908 -6.66173 2.32362
O -1.17002 -4.93794 1.94375
O -0.05180 -5.95279 0.40131
C 2.10228 0.21343 0.22563
C 0.92729 1.18750 -0.04611
C 1.17426 1.66773 -1.52848
C -0.00632 2.51765 -2.08835
C -1.30387 1.75367 -1.97772
C -1.57154 1.18074 -0.53384
N -0.35365 0.47635 -0.04577
O -0.63674 -0.25067 1.12777
C -2.04458 2.37014 0.37936
C -2.71869 0.12416 -0.78195
C 0.99300 2.34830 1.03516
H 2.00294 -0.36967 1.14117
H 3.07562 0.70404 0.22760
H 1.93079 -0.60460 -0.47402
H 2.02224 2.35210 -1.55417
H 1.42164 0.89617 -2.25759
H 0.17916 2.72586 -3.14208
H 0.07396 3.47585 -1.57502
H -1.31966 0.91673 -2.67584
H -2.19051 2.35511 -2.17831
H -1.81231 2.11271 1.41274
H -1.68240 3.36484 0.11959
H -3.13397 2.33400 0.37495
H -3.06943 -0.21609 0.19238
H -3.62254 0.58878 -1.17601
H -2.56392 -0.62576 -1.55768
H 2.01372 2.69531 1.19582
H 0.62954 2.10579 2.03375
H 0.47032 3.25715 0.73701
H -0.83534 0.46864 1.73173

---

# 3
Below is a structure of composition C11H19MgNO4 in a non-equilibrium geometry, with properties calculated with ωB97M-V/def2-TZVPD.

Its spin multiplicity is 2. The gap between HOMO and LUMO (alpha / beta) is 7.24 / 8.54 eV. The total energy comes out at -26831.5415 eV. Its total charge is +1. For the LUMO energy (alpha / beta), the calculation gives -2.2 / -3.1 eV. The energy relative to the best compared isomer or geometry (same formula, charge and spin) is 0.000 eV.

Cartesian coordinates (Å):
Mg -0.53583 -0.23073 0.36372
C -1.02615 -3.04132 -0.17378
O -1.68513 -1.78893 -0.41500
C -2.77415 -1.51267 -1.25397
C -3.27200 -0.20797 -0.73544
O -2.11831 0.64245 -0.71079
C -2.13361 2.07414 -0.88425
C -0.70407 2.46286 -1.03262
O 0.04005 1.88385 0.04400
C 1.31787 2.47120 0.39510
H -0.69528 -3.48230 -1.10259
H -1.71589 -3.71555 0.35735
H -0.22304 -2.77410 0.47534
H -3.56980 -2.34533 -1.16184
H -2.52644 -1.52180 -2.32971
H -3.66748 -0.48600 0.23155
H -4.07423 0.16580 -1.33667
H -2.60221 2.54711 -0.00476
H -2.67026 2.35655 -1.77523
H -0.69040 3.54222 -1.12394
H -0.38637 2.04965 -1.96691
H 1.17997 3.51754 0.61958
H 2.08963 2.31941 -0.39604
H 1.67077 2.02352 1.31148
O 0.09137 -0.80313 2.01231
N 1.31182 -0.77817 1.59205
C 2.28860 -0.41165 2.42279
C 3.49043 -0.21677 1.85857
C 3.78724 -0.19351 0.41953
C 2.80733 -0.62551 -0.36919
C 1.52774 -1.06088 0.17000
H 2.13276 -0.33512 3.48421
H 4.30832 0.02859 2.52248
H 4.75730 0.16134 0.07323
H 2.93163 -0.57881 -1.45365
H 1.33781 -2.13598 -0.12688

---

# 4
Below is a cluster of 2 separate species, C11H19N2 in total in a non-equilibrium geometry, with properties calculated with ωB97M-V/def2-TZVPD.

The gap between HOMO and LUMO (alpha / beta) is 7.67 / 7.47 eV. The total energy comes out at -14681.9970 eV. Its total charge is +1. For the LUMO energy (alpha / beta), the calculation gives -5.4 / -4.8 eV. The energy relative to the best compared isomer or geometry (same formula, charge and spin) is 7.551 eV.

Cartesian coordinates (Å):
C 1.15410 -0.93425 0.94022
C -1.33191 0.16176 -2.07898
C 1.99117 -1.23072 -0.20384
C 1.76333 -0.75772 2.20559
C -2.34579 1.04809 -1.25797
C 3.40699 -1.23798 0.48507
C 3.03321 -1.54700 2.01036
C -1.56119 1.05658 0.14591
C -1.47179 -0.10512 -3.49130
C -2.33370 0.08648 1.05673
C -1.31795 2.43366 0.68347
N -0.22213 0.00160 -1.37737
N -0.21564 0.59378 -0.21474
H 1.87694 -2.23863 -0.57273
H 1.81648 -0.53350 -1.09262
H 2.12221 0.27572 2.46147
H 1.15361 -1.02513 3.01539
H -2.45683 2.07353 -1.55016
H -3.42287 0.73481 -1.37016
H 3.86413 -1.98313 -0.06913
H 3.90517 -0.30012 0.48060
H 3.74741 -1.15241 2.61670
H 2.79064 -2.51729 2.33832
H -2.52168 -0.06541 -3.83146
H -1.04896 -1.03451 -3.83400
H -0.93281 0.60529 -4.05691
H -1.68820 -0.28849 1.96250
H -2.75065 -0.80615 0.61683
H -3.28158 0.58221 1.50297
H -1.27485 2.35735 1.79049
H -2.10965 3.12288 0.45474
H -0.33724 2.62381 0.23402

---

# 5
Below is a structure of composition C11H19N2OP in a non-equilibrium geometry, with properties calculated with ωB97M-V/def2-TZVPD.

The gap between HOMO and LUMO is 8.82 eV. The total energy comes out at -26030.1654 eV. For the LUMO energy, the calculation gives 0.2 eV. The energy relative to the best compared isomer or geometry (same formula, charge and spin) is 3.675 eV.

Cartesian coordinates (Å):
C -0.14088 0.38542 -4.21579
C -0.97655 -0.22977 -3.36125
C 1.18502 0.67585 -3.81350
C -0.68085 -0.60947 -2.06738
C 1.52154 0.27641 -2.56840
C 0.63558 -0.42106 -1.65979
C -1.17719 1.80651 0.45700
C -2.18235 0.89952 2.55223
C 0.22088 1.58883 2.69870
C 1.76344 -2.92991 1.40394
C -0.87677 0.95402 1.73440
N 1.40695 -2.52046 0.07190
N -0.63306 -0.37663 1.22148
O 2.64117 -0.20562 0.40323
P 1.36073 -0.78104 0.00740
H -0.50236 0.50904 -5.28137
H -2.02431 -0.41770 -3.61898
H 1.87204 1.21504 -4.39601
H -1.54363 -0.98076 -1.43492
H 2.47136 0.57840 -2.17291
H -0.38286 1.82314 -0.29893
H -2.19508 1.48275 -0.06205
H -1.46866 2.82245 0.70945
H -2.87149 0.20568 2.03434
H -2.64094 1.86506 2.57936
H -2.13417 0.45975 3.60430
H 0.50497 0.84545 3.52978
H 1.25783 1.78642 2.26800
H -0.23736 2.49714 3.08726
H 1.87631 -4.09792 1.31691
H 2.68140 -2.40437 1.67824
H 0.96246 -2.68068 2.12055
H 0.69370 -3.02329 -0.42178
H -0.38688 -0.99821 1.89459

---

# 6
Below is a structure of composition C11H19NPrS7 in a non-equilibrium geometry, with properties calculated with ωB97M-V/def2-TZVPD.

Its spin multiplicity is 3. The gap between HOMO and LUMO (alpha / beta) is 6.77 / 7.24 eV. The total energy comes out at -103115.6967 eV. Its total charge is +1. For the LUMO energy (alpha / beta), the calculation gives -3.5 / -3.0 eV. The energy relative to the best compared isomer or geometry (same formula, charge and spin) is 0.000 eV.

Cartesian coordinates (Å):
Pr 1.25851 0.08520 0.23329
S -0.10989 -2.46521 -0.38191
S -0.28372 2.49128 -0.58391
C 1.41901 -3.42346 -0.01287
C -0.07780 -2.41418 -2.20459
C 0.71962 -1.23752 -2.72458
N 0.19587 0.01579 -2.14980
C 0.75571 1.21561 -2.80449
C -0.04091 2.43100 -2.38056
H -1.11431 -2.36544 -2.52669
H 0.29764 -3.37186 -2.54575
H 0.72747 -1.25609 -3.82194
H 1.75830 -1.35189 -2.39991
H 0.78654 1.15057 -3.89938
H 1.79240 1.33406 -2.46028
H -1.03508 2.42287 -2.81875
H 0.40969 3.37066 -2.68950
C 1.21420 3.46090 -0.03060
H -0.81690 0.02390 -2.33338
H 2.09843 3.10731 -0.57035
H 1.33368 3.30690 1.05053
H 1.02735 4.51816 -0.24248
H 1.50211 -3.57432 1.06703
H 2.29422 -2.86432 -0.37861
H 1.33988 -4.38470 -0.53443
C -3.17756 0.00736 1.12206
C -3.39669 -0.07132 -0.20100
H -3.17598 0.97158 1.66303
H -3.05468 -0.90344 1.74654
H -3.58011 0.83149 -0.79593
H -3.46844 -1.03143 -0.70476
S 3.90328 -4.19506 4.33639
C 3.27949 -2.87837 3.60848
S 1.92593 -1.86908 4.09165
C 1.97774 -0.64517 2.79454
C 3.08274 -0.83796 1.89397
S 3.86070 0.12894 0.66822
S 4.03213 -2.29702 2.14463
S 0.63493 0.39154 2.89056

---

# 7
Below is the ion C11H20BFN with charge -1 in a non-equilibrium geometry, with properties calculated with ωB97M-V/def2-TZVPD.

The gap between HOMO and LUMO is 7.93 eV. The total energy comes out at -16615.4359 eV. Its total charge is -1. For the LUMO energy, the calculation gives 3.4 eV.

Cartesian coordinates (Å):
F -2.59634 -1.92144 1.99610
C -2.91658 -1.09153 0.90260
C -2.05794 -1.37603 -0.31983
C -1.89758 -0.07031 -1.12248
B -0.96811 -0.18760 -2.47550
C 0.45494 -0.98183 -2.23238
C 1.38386 -0.17171 -1.25828
C 2.02498 -1.03688 -0.14943
C 1.79372 -0.59371 1.32059
N 1.44148 0.80759 1.51752
C 0.17619 1.13465 1.87672
C 0.14230 2.50637 1.94426
C 1.41660 2.98048 1.63450
C 2.22304 1.89758 1.37294
H -2.74337 -0.06462 1.22935
H -3.98189 -1.17925 0.68174
H -1.07730 -1.72509 0.00519
H -2.59383 -2.09075 -0.94615
H -1.49983 0.68868 -0.43405
H -2.89565 0.28589 -1.41358
H -0.77320 0.95797 -2.88327
H -1.58957 -0.79571 -3.35609
H 0.31334 -2.00428 -1.86654
H 0.94614 -1.00319 -3.20907
H 2.19701 0.21430 -1.87426
H 0.80010 0.67268 -0.89511
H 1.64850 -2.05723 -0.22993
H 3.09789 -1.10926 -0.33992
H 2.73681 -0.75550 1.85389
H 1.07528 -1.25448 1.79226
H -0.58416 0.39635 2.03956
H -0.72367 3.10085 2.17861
H 1.77363 3.99618 1.58208
H 3.25324 1.83078 1.07794